1.
Formula: C21H20O3S
Source: the OMol25 dataset
Level of theory: the ωB97M-V functional and the def2-TZVPD basis

HOMO-LUMO gap ... 9.68 eV
Max |F| ... 2.6 eV Å⁻¹
SMILES string ... CO[C@H](c1ccccc1)[C@@H](c1ccccc1)S(=O)(=O)c1ccccc1

The geometry in ORCA input format:
```
! RIJCOSX wB97M-V def2-TZVPD def2/J DEFGRID3
* xyz 0 1
C 3.5223 -0.3482 2.0274
O 2.3551 0.0503 2.7747
C 1.3548 -0.8142 3.2078
C 0.0421 -0.3877 2.5262
C -0.8717 -1.4194 2.3382
C -2.1504 -1.1514 1.8499
C -2.5415 0.1442 1.5339
C -1.6443 1.1981 1.7339
C -0.3528 0.9307 2.2049
C 1.3606 -0.7291 4.8880
C 0.3659 -1.6139 5.6408
C -0.9645 -1.1878 5.6637
C -2.0044 -2.0588 5.9817
C -1.7446 -3.3767 6.3788
C -0.4099 -3.7996 6.3803
C 0.6384 -2.8986 6.0961
S 3.1043 -0.8685 5.6772
O 3.8936 -1.3967 4.5869
O 3.1650 -1.5179 6.9769
C 3.6731 0.8441 6.0171
C 4.0174 1.6181 4.9209
C 4.6881 2.8211 5.0710
C 4.9618 3.3202 6.3511
C 4.5029 2.6001 7.4676
C 3.8603 1.3767 7.3002
H 3.9733 0.6137 1.7714
H 4.1871 -0.9199 2.6585
H 3.2233 -0.8733 1.1123
H 1.5707 -1.8861 3.1409
H -0.5446 -2.4462 2.5247
H -2.8873 -1.9543 1.6319
H -3.5328 0.3750 1.1439
H -1.9593 2.2055 1.4404
H 0.3747 1.7495 2.2119
H 1.1807 0.4149 5.0110
H -1.2205 -0.1402 5.4604
H -3.0591 -1.7571 5.9696
H -2.5409 -4.0834 6.6316
H -0.1729 -4.8471 6.6320
H 1.6788 -3.2213 6.2546
H 3.7550 1.2698 3.9161
H 4.9665 3.3804 4.1734
H 5.4589 4.2834 6.4758
H 4.6411 3.0267 8.4583
H 3.4999 0.8135 8.1693
*
```

Let us look at the Mulliken charges, expressed in e, one per atom: -0.85, -0.19, -0.32, 0.51, -0.25, -0.70, -0.44, -0.66, -0.19, -0.09, 0.23, -0.23, -0.67, -0.45, -0.68, -0.28, 1.33, -0.67, -0.68, -0.11, 0.20, -0.77, -0.37, -0.61, -0.17, 0.29, 0.31, 0.34, 0.33, 0.34, 0.34, 0.38, 0.39, 0.40, 0.49, 0.33, 0.38, 0.37, 0.36, 0.35, 0.17, 0.39, 0.38, 0.38, 0.41

=====

2.
Formula: C21H20PPdSe3Te
Source: the OMol25 dataset
Level of theory: the ωB97M-V functional and the def2-TZVPD basis

HOMO-LUMO gap (spin up / spin down) ... 5.42 / 5.80 eV
⟨S²⟩ ... 2.0372
Max |F| ... 0.7 eV Å⁻¹

The geometry in ORCA input format:
```
! RIJCOSX wB97M-V def2-TZVPD def2/J DEFGRID3
* xyz -1 3
Pd -0.7681 2.5212 -1.3924
Se 0.1827 4.8030 0.0258
Se -1.0628 5.1417 -1.8958
Te -3.2897 3.6074 -1.5346
Se -2.7077 1.6109 -2.8873
C -0.1545 -1.9617 2.0694
C 0.1057 -0.5741 2.6023
C 0.3680 -0.4499 3.9658
C 0.6119 0.7778 4.5589
C 0.5945 1.9274 3.7851
C 0.3305 1.8316 2.4303
C 0.0961 0.5985 1.8204
P -0.1457 0.7018 0.0091
C -1.3878 -0.5777 -0.3431
C -2.5364 -0.4276 0.4471
C -3.6424 -1.2375 0.2792
C -3.6183 -2.2180 -0.7023
C -2.5048 -2.3417 -1.5116
C -1.3824 -1.5237 -1.3707
C -0.2608 -1.6600 -2.3601
C 1.4892 0.2513 -0.6434
C 2.3566 -0.6595 -0.0356
C 3.5117 -1.0567 -0.6824
C 3.8049 -0.5411 -1.9390
C 2.9851 0.4125 -2.5112
C 1.8276 0.8600 -1.8595
C 1.0081 1.9598 -2.4233
H 0.3069 -2.7014 2.7259
H 0.2276 -2.1045 1.0630
H -1.2248 -2.1693 2.0237
H 0.3832 -1.3480 4.5740
H 0.8113 0.8302 5.6223
H 0.7758 2.8983 4.2286
H 0.2863 2.7272 1.8205
H -2.5596 0.3514 1.2014
H -4.5165 -1.0947 0.9020
H -4.4716 -2.8673 -0.8556
H -2.5036 -3.0829 -2.3034
H -0.4744 -2.4760 -3.0510
H 0.7017 -1.8521 -1.8843
H -0.1645 -0.7393 -2.9416
H 2.1323 -1.0439 0.9483
H 4.1830 -1.7669 -0.2143
H 4.6990 -0.8660 -2.4595
H 3.2444 0.8457 -3.4702
H 0.7781 1.7879 -3.4789
H 1.5742 2.8959 -2.3516
*
```

Let us look at the Mulliken charges, expressed in e, one per atom: -0.68, -0.37, -0.29, -0.08, -0.51, -1.65, 1.33, -0.83, -0.64, -0.63, -0.75, 0.48, 2.60, 0.75, -1.09, -0.71, -0.68, -0.82, 0.65, -1.02, 0.84, -0.32, -0.74, -0.59, -0.68, 0.61, -1.99, 0.50, 0.20, 0.36, 0.40, 0.37, 0.43, -0.27, 0.52, 0.40, 0.37, 0.34, 0.47, 0.16, 0.08, 0.31, 0.41, 0.37, 0.45, 0.40, 0.52

=====

3.
Formula: C21H21BFMgN6OS
Source: the OMol25 dataset
Level of theory: the ωB97M-V functional and the def2-TZVPD basis

HOMO-LUMO gap ... 7.26 eV
Max |F| ... 0.7 eV Å⁻¹

The geometry in ORCA input format:
```
! RIJCOSX wB97M-V def2-TZVPD def2/J DEFGRID3
* xyz -1 1
Mg -0.8027 0.6486 0.6009
C 0.6808 -0.6679 4.4453
C 1.0606 -2.0031 4.3101
C 0.9988 -2.5928 3.0740
C 0.5580 -1.8529 1.9618
N 0.2278 -0.5600 2.0927
C 0.2704 -0.0038 3.3134
N 0.5389 -2.5350 0.7584
C -0.1434 -2.1674 -0.2741
N -1.0376 -1.1441 -0.4416
C -1.4371 -1.1417 -1.7540
N -2.2291 -0.3443 -2.3837
C -2.7784 0.7985 -1.8173
C -4.0393 1.1843 -2.2988
C -4.6117 2.3507 -1.8567
C -3.9213 3.1404 -0.9409
C -2.6954 2.6903 -0.5074
N -2.1188 1.5556 -0.9291
C -0.8035 -2.2844 -2.4707
C -0.8972 -2.7208 -3.7769
C -0.1431 -3.8346 -4.1339
C 0.6770 -4.4750 -3.2032
C 0.7612 -4.0201 -1.8912
C 0.0011 -2.9192 -1.5527
H 0.6914 -0.1633 5.4014
H 1.3950 -2.5719 5.1698
H 1.2774 -3.6240 2.9104
H -0.0728 1.0229 3.3564
H -4.5255 0.5383 -3.0162
H -5.5888 2.6501 -2.2179
H -4.3297 4.0655 -0.5594
H -2.1339 3.2380 0.2393
H -1.5277 -2.2037 -4.4887
H -0.1834 -4.2070 -5.1504
H 1.2609 -5.3332 -3.5128
H 1.4049 -4.4895 -1.1590
F -2.2412 0.7460 1.7586
C 2.5897 2.3212 1.7794
S 1.3157 3.1103 0.8060
C 1.4169 4.7088 1.5833
O -0.0119 2.5670 1.3237
H 3.5096 2.8939 1.6598
H 2.7361 1.3080 1.4137
H 2.2550 2.3173 2.8176
H 2.3613 5.1757 1.3040
H 1.3348 4.5976 2.6645
H 0.5858 5.2994 1.2030
B 3.5420 -0.4096 -1.0107
C 2.0862 0.2092 -0.8475
N 1.0805 0.7495 -0.6601
H 3.4898 -1.4317 -1.6610
H 4.2256 0.4406 -1.5557
H 3.9402 -0.6266 0.1238
*
```

Let us look at the Mulliken charges, expressed in e, one per atom: 1.46, -0.96, -0.28, -0.64, 0.05, 0.47, -0.45, -0.46, -0.03, -0.57, 0.12, -0.61, 0.40, -0.73, -0.24, -0.89, -0.10, -0.05, 0.23, -0.21, -0.55, -0.60, -0.11, 0.38, 0.40, 0.37, 0.47, 0.60, 0.43, 0.37, 0.39, 0.38, 0.52, 0.38, 0.38, 0.50, -0.75, -0.92, 0.61, -1.10, -0.57, 0.45, 0.14, 0.34, 0.41, 0.28, 0.37, 0.26, -0.12, -0.73, -0.17, -0.18, -0.16

=====

4.
Formula: C21H21Br4CeI2N5O7P
Source: the OMol25 dataset
Level of theory: the ωB97M-V functional and the def2-TZVPD basis

HOMO-LUMO gap (spin up / spin down) ... 4.51 / 4.49 eV
Max |F| ... 4.1 eV Å⁻¹

The geometry in ORCA input format:
```
! RIJCOSX wB97M-V def2-TZVPD def2/J DEFGRID3
* xyz 1 1
Ce 11.3482 10.8737 10.3967
Br 13.0223 15.2179 16.0805
C 13.3254 13.9180 14.7777
C 14.4046 12.9690 14.8367
Br 15.3205 12.6868 16.4371
C 14.6118 12.0075 13.8364
Br 16.1250 10.7714 13.6886
C 13.5661 11.8054 12.8523
O 13.4410 10.9008 11.9964
C 12.5217 12.8208 12.7736
O 11.7082 12.7331 11.7437
C 12.3427 13.7925 13.7812
Br 10.7842 14.8657 13.5778
I 9.5917 14.6792 7.1201
C 8.5580 12.8322 6.9020
C 7.4760 12.6205 6.0349
C 6.9171 11.3751 5.9403
I 5.2430 11.0090 4.7757
C 7.3545 10.2672 6.7462
C 6.7737 8.9844 6.7685
C 7.3687 7.9695 7.4772
C 8.5957 8.2642 8.1273
N 9.1059 9.4683 8.2329
C 8.5219 10.4604 7.5239
C 9.0726 11.7969 7.7239
O 9.9762 11.9676 8.6393
H 7.0234 13.4499 5.4559
H 5.7834 8.7643 6.4304
H 6.9880 6.9636 7.5359
H 9.1280 7.4749 8.6588
C 12.8019 5.0862 10.7823
C 12.4128 6.4675 10.2352
N 13.1765 7.0759 9.2943
O 14.0690 6.2087 8.6603
C 11.3105 7.2496 10.8145
C 10.3576 6.6010 11.7499
N 11.1934 8.5426 10.5707
O 10.3292 9.2457 11.4434
H 13.9017 5.0437 10.5692
H 12.4182 4.2261 10.2180
H 12.5649 4.9695 11.8244
H 14.4156 6.7214 7.8725
H 9.9128 5.7070 11.2798
H 9.5930 7.3749 11.9903
H 10.7914 6.2444 12.6843
N 14.7966 13.1705 6.9101
C 15.3291 12.6115 8.1978
P 14.6478 10.9074 8.3458
O 14.6237 10.3476 6.8820
O 13.2695 10.7584 9.0078
C 15.8017 9.7527 9.1359
N 15.0324 8.8564 10.0894
H 14.0909 13.8724 7.1804
H 14.6521 11.1498 6.2778
H 15.5409 13.4837 6.2961
H 15.1307 13.1956 9.1284
H 16.4522 12.6113 8.1950
H 16.5194 10.3267 9.7184
H 16.3109 9.1323 8.3558
H 15.5910 8.0148 10.3925
H 14.2144 8.3902 9.6157
H 14.6215 9.3500 10.9160
*
```

Let us look at the Mulliken charges, expressed in e, one per atom: 1.42, -0.13, 0.23, 0.46, -0.15, -0.61, -0.18, 0.02, -0.20, 0.58, -0.66, -0.25, -0.08, 0.00, -0.64, -0.12, -0.17, 0.08, 0.70, -0.62, -1.04, -0.08, -0.10, 0.00, 0.42, -0.39, 0.34, 0.27, 0.41, 0.31, -1.28, 0.46, -0.24, -0.47, 0.32, -1.65, 0.55, -0.59, 0.39, 0.30, 0.41, 0.36, 0.38, 0.39, 0.45, -0.60, -0.60, 0.93, -0.52, -0.40, -0.83, 0.11, 0.26, 0.42, 0.22, 0.38, 0.45, 0.48, 0.37, 0.47, 0.08, 0.16

=====

5.
Formula: C21H21BrClN3O4Y
Source: the OMol25 dataset
Level of theory: the ωB97M-V functional and the def2-TZVPD basis

HOMO-LUMO gap ... 7.03 eV
Max |F| ... 3.2 eV Å⁻¹

The geometry in ORCA input format:
```
! RIJCOSX wB97M-V def2-TZVPD def2/J DEFGRID3
* xyz 1 1
Y -2.1446 -0.0894 -0.9554
O -0.0534 -2.3084 -4.1262
C 0.9425 -2.8165 -3.3809
C 1.9809 -3.4711 -4.0513
C 3.0361 -4.0206 -3.3600
C 3.0764 -3.9381 -1.9749
C 2.0557 -3.3037 -1.2990
C 0.9901 -2.7248 -1.9866
C -0.0949 -2.0368 -1.1714
O -1.0778 -1.3968 -1.8888
N 0.5873 -1.0736 -0.2676
N -0.2185 -0.1792 0.3270
C 0.2500 0.9315 0.7977
C -0.5602 1.9128 1.4401
Br -2.4908 1.5000 1.4096
C -0.2053 3.1077 1.9558
C 1.1353 3.6051 2.1703
C 2.2194 2.7733 2.4735
C 3.4765 3.3087 2.6722
C 3.6764 4.6785 2.5755
C 2.6068 5.5182 2.3040
C 1.3462 4.9896 2.1129
H -0.7019 -1.8858 -3.5296
H 1.9142 -3.5344 -5.1251
H 3.8259 -4.5244 -3.8943
H 3.8906 -4.3832 -1.4281
H 2.0803 -3.2473 -0.2203
H -0.5600 -2.7981 -0.4982
H 1.5031 -0.7485 -0.5836
H 1.3058 1.1874 0.6897
H -0.9983 3.7887 2.2326
H 2.0566 1.7171 2.6297
H 4.3038 2.6555 2.9095
H 4.6596 5.0911 2.7377
H 2.7593 6.5848 2.2391
H 0.5149 5.6424 1.9000
C -2.6453 -4.3480 2.1100
C -3.7015 -3.2349 2.1885
C -3.5139 -2.3044 1.1358
N -3.2867 -1.5570 0.2910
H -2.8144 -5.0458 2.9238
H -1.6444 -3.9356 2.2084
H -2.7177 -4.8875 1.1697
H -3.6130 -2.6885 3.1340
H -4.7105 -3.6529 2.1303
Cl -1.5515 4.5993 -1.3030
C -2.8465 3.6147 -1.9982
C -2.5228 2.1521 -1.8328
O -1.3630 1.7833 -1.5115
O -3.4367 1.2936 -1.9416
H -2.9388 3.8564 -3.0577
H -3.7813 3.8433 -1.4824
*
```

Let us look at the Mulliken charges, expressed in e, one per atom: 1.13, -0.73, 0.28, -0.59, -0.46, -0.78, -0.48, 0.16, 0.84, -0.72, -0.23, -0.37, 0.13, -0.17, -0.20, -0.53, 0.53, -0.29, -0.70, -0.41, -0.59, -0.56, 0.46, 0.46, 0.39, 0.41, 0.41, -0.01, 0.42, 0.62, 0.44, 0.63, 0.39, 0.40, 0.40, 0.40, -1.11, -0.27, 0.41, -0.46, 0.35, 0.31, 0.35, 0.25, 0.31, -0.13, -0.43, 0.96, -0.53, -0.70, 0.34, 0.30

=====

Look up the max |F| of the fifth one. 3.2 eV Å⁻¹